The following is a DFT calculation (ωB97M-V/def2-TZVPD) of a structure of composition C6H24AgN12O6.

Computed properties:
Calculated total energy, eV: -40764.531
2S+1: 2
Net charge: +2
LUMO (alpha / beta), eV: -4.534 / -8.838
Orbital gap (alpha / beta), Ha: 0.3836 / 0.2238
<S²>: 0.752

XYZ file:
```
49
C6H24AgN12O6 (ωB97M-V/def2-TZVPD)
Ag -0.490 -0.206 0.114
C -3.338 -2.084 -0.649
O -2.182 -1.705 -0.553
N -3.823 -2.351 -1.800
N -4.069 -2.251 0.375
H -3.202 -2.228 -2.587
H -4.829 -2.325 -1.885
H -3.609 -2.073 1.256
H -5.030 -2.557 0.322
C 0.980 2.933 -0.713
O 0.526 1.753 -0.564
N 2.146 3.206 -1.214
N 0.415 3.966 -0.252
H 2.668 4.070 -1.218
H 2.671 2.416 -1.562
H -0.544 3.929 0.063
H 0.715 4.862 -0.608
C 0.698 -3.070 1.713
O 0.354 -2.359 0.797
N 0.530 -2.752 2.945
N 1.481 -4.033 1.609
H -0.108 -1.976 3.055
H 0.996 -3.327 3.632
H 1.612 -4.376 2.550
H 1.969 -4.403 0.806
C -2.654 1.977 -1.401
O -1.967 1.112 -0.966
N -2.717 2.592 -2.533
N -3.556 2.424 -0.604
H -1.960 2.361 -3.160
H -3.171 3.487 -2.642
H -4.231 3.129 -0.866
H -3.703 1.840 0.207
C 1.822 0.682 2.516
O 0.922 0.414 1.736
N 1.631 0.648 3.802
N 3.006 0.985 2.078
H 2.353 0.837 4.482
H 0.727 0.356 4.146
H 3.825 1.114 2.654
H 3.095 0.970 1.072
C 2.006 -1.031 -1.953
O 0.821 -0.979 -1.600
N 2.554 -0.509 -3.065
N 2.860 -1.537 -1.116
H 3.561 -0.552 -3.132
H 1.943 -0.192 -3.804
H 3.800 -1.174 -1.181
H 2.497 -2.014 -0.304
```